1.
# H80O40

40 unconnected molecules or ions with the total composition H80O40 (wB97M-V/def2-TZVPD, the OMol25 dataset).

Bonds (Å) are listed after each position.
Cartesian coordinates (Å):
1 H 1.2386 4.2551 3.6711  O3 0.954
2 H 2.1752 3.4148 4.5251  O3 0.954
3 O 1.9506 4.3147 4.3032  H1 0.954, H2 0.954
4 H 0.9860 2.1461 -4.2060  O6 0.946
5 H -0.5552 2.6488 -4.5618  O6 0.956
6 O 0.1697 2.0357 -4.6710  H4 0.946, H5 0.956
7 H -2.8517 0.9082 1.4268  O9 0.951
8 H -1.5438 -0.0113 1.4502  O9 0.964
9 O -2.4814 0.0644 1.6609  H7 0.951, H8 0.964
10 H 0.0467 3.8088 -1.0901  O12 0.987
11 H -0.0105 2.0613 -1.1333  O12 0.950
12 O 0.3684 2.8977 -0.8886  H10 0.987, H11 0.950
13 H -3.7874 -0.0972 -3.1738  O15 0.960
14 H -4.6551 -0.1447 -4.3732  O15 0.972
15 O -4.3729 -0.7049 -3.6311  H13 0.960, H14 0.972
16 H -1.5718 -0.5303 5.4789  O17 0.955
17 O -1.0514 -0.4644 6.2771  H16 0.955, H95 0.956
18 H 2.8281 -3.6313 1.4234  O19 1.031
19 O 3.8305 -3.4188 1.3089  H18 1.031, H97 0.972
20 H 3.5291 1.2614 -3.0211  O22 0.987
21 H 4.6279 1.6894 -3.9966  O22 0.950
22 O 4.1154 2.0166 -3.2672  H20 0.987, H21 0.950
23 H 2.3710 -4.1991 -1.6529  O25 0.991
24 H 1.5449 -3.4901 -2.7333  O25 0.955
25 O 2.1211 -3.3032 -1.9949  H23 0.991, H24 0.955
26 H 1.5549 -0.0265 -3.0821  O28 0.949
27 H 2.4834 -0.2596 -1.7876  O28 0.954
28 O 2.3846 0.1353 -2.6509  H26 0.949, H27 0.954
29 H -3.9564 3.6787 0.3392  O31 0.961
30 H -2.6683 2.8886 0.6508  O31 0.977
31 O -3.1516 3.3442 -0.0653  H29 0.961, H30 0.977
32 H -0.4742 6.0047 -0.8582  O33 0.970
33 O 0.0672 5.4794 -1.4674  H32 0.970, H98 0.953
34 H -0.0782 -2.2779 2.7586  O36 0.958
35 H -0.4018 -3.6916 2.0044  O36 0.951
36 O -0.7105 -2.8510 2.3233  H34 0.958, H35 0.951
37 H 2.7960 3.2433 -1.0592  O39 0.954
38 H 3.0475 4.5188 -0.1889  O39 0.948
39 O 3.3915 3.6751 -0.4524  H37 0.954, H38 0.948
40 H 0.9410 -0.0849 1.2589  O42 0.994
41 H 0.7460 1.4771 0.8604  O42 0.982
42 O 0.2837 0.6445 1.1010  H40 0.994, H41 0.982
43 H 3.1354 0.7815 3.7908  O45 1.012
44 H 3.5422 -0.3900 2.8712  O45 0.995
45 O 3.0743 -0.2268 3.7344  H43 1.012, H44 0.995
46 H -4.0075 2.4829 -1.2447  O48 0.984
47 H -4.7248 3.3526 -2.2261  O48 0.965
48 O -4.2784 2.4982 -2.1909  H46 0.984, H47 0.965
49 H 4.3000 1.2372 -1.6225  O51 0.970
50 H 5.0825 1.9874 -0.8701  O51 0.981
51 O 5.0289 1.0194 -1.0214  H49 0.970, H50 0.981
52 H -1.3493 -0.2100 -5.7481  O53 0.957
53 O -0.6313 -0.7784 -6.0269  H52 0.957, H94 0.965
54 H 2.2047 -1.9552 4.2492  O56 0.982
55 H 1.8223 -3.3287 4.2969  O56 0.962
56 O 1.6225 -2.5288 4.7934  H54 0.982, H55 0.962
57 H 1.8776 -2.1502 -5.0094  O58 0.964
58 O 2.3102 -1.4673 -4.4852  H57 0.964, H96 0.973
59 H -1.9630 2.3565 -3.3458  O61 0.956
60 H -3.1619 3.3072 -3.4865  O61 0.932
61 O -2.2723 3.1746 -3.7311  H59 0.956, H60 0.932
62 H 3.4977 -4.7582 -0.2118  O64 0.952
63 H 3.3572 -5.8363 -1.1418  O64 0.978
64 O 2.7955 -5.3138 -0.5351  H62 0.952, H63 0.978
65 H 1.3141 -2.2676 -0.6953  O67 0.960
66 H 0.4566 -2.8583 0.5089  O67 0.948
67 O 0.8605 -2.0883 0.1319  H65 0.960, H66 0.948
68 H -4.1428 0.0384 5.1602  O70 0.946
69 H -3.1261 0.6354 3.9157  O70 0.974
70 O -3.3891 -0.0154 4.5907  H68 0.946, H69 0.974
71 H 3.4005 -1.1681 0.5928  O73 0.961
72 H 4.5469 -0.0158 0.7740  O73 0.951
73 O 3.8296 -0.5141 1.1511  H71 0.961, H72 0.951
74 H -5.6507 -0.0472 -0.0699  O76 0.962
75 H -4.6019 1.0118 0.0911  O76 0.951
76 O -5.5455 0.8958 0.0870  H74 0.962, H75 0.951
77 H -0.5475 -5.2910 0.5782  O79 0.966
78 H 0.6393 -6.0609 0.4810  O79 0.975
79 O 0.3700 -5.2087 0.8704  H77 0.966, H78 0.975
80 H -4.8399 2.9782 2.2887  O82 0.955
81 H -3.4275 3.6833 2.5346  O82 0.987
82 O -3.8945 2.8805 2.2002  H80 0.955, H81 0.987
83 H 3.3216 2.6358 0.9318  O85 0.968
84 H 4.4005 3.4086 1.7118  O85 0.965
85 O 3.8997 2.5842 1.7069  H83 0.968, H84 0.965
86 H -1.1053 -3.0229 -4.2495  O88 0.961
87 H -0.3934 -1.9380 -5.1557  O88 1.016
88 O -0.2590 -2.5879 -4.3866  H86 0.961, H87 1.016
89 H -3.5809 -4.8784 -2.2107  O90 0.995
90 O -3.1055 -4.0101 -2.1081  H89 0.995, H99 0.983
91 H -3.9499 -3.6081 1.8284  O93 0.978
92 H -3.2358 -2.4908 0.9408  O93 0.957
93 O -3.3780 -3.4304 1.0554  H91 0.978, H92 0.957
94 H 0.0836 -0.1386 -6.1322  O53 0.965
95 H -0.9606 -1.2644 6.7923  O17 0.956
96 H 2.7773 -1.9177 -3.7597  O58 0.973
97 H 3.8629 -2.4608 1.4676  O19 0.972
98 H 0.6869 6.1471 -1.7459  O33 0.953
99 H -2.6549 -4.3910 -1.3223  O90 0.983
100 O -3.3690 -2.4744 3.8049  H101 0.977, H102 0.960
101 H -3.0302 -1.6216 4.1399  O100 0.977
102 H -2.8567 -2.5402 2.9957  O100 0.960
103 O -2.6722 -0.0159 -0.8729  H104 0.948, H105 0.963
104 H -2.5479 -0.3194 0.0168  O103 0.948
105 H -2.8368 -0.7118 -1.5183  O103 0.963
106 O -0.0321 -0.1914 3.5833  H107 0.985, H108 1.011
107 H -0.7613 -0.0616 4.2332  O106 0.985
108 H -0.7335 -0.0082 2.8791  O106 1.011
109 O -0.1740 5.8681 1.2800  H110 0.974, H111 0.964
110 H -0.2222 5.0751 1.8441  O109 0.974
111 H 0.5901 6.4361 1.4279  O109 0.964
112 O -0.5950 -1.0525 -2.0274  H113 1.004, H114 0.960
113 H -0.6652 -1.5253 -2.9104  O112 1.004
114 H -0.6530 -1.8041 -1.4328  O112 0.960
115 O 4.4107 -3.5716 -1.1563  H116 1.039, H117 0.987
116 H 5.3717 -3.8460 -0.8727  O115 1.039
117 H 4.2944 -3.1550 -0.2687  O115 0.987
118 O -1.3040 2.6230 2.3772  H119 0.970, H120 0.976
119 H -0.8741 2.8656 1.5425  O118 0.970
120 H -0.5399 2.1269 2.7260  O118 0.976

Results
HOMO level = -0.371 hartree
Kohn-Sham gap = 9.70 eV
Net charge = 0
Max |F| = 5.058 eV/A
Relative energy (zero: lowest compared OMol25 entry of this formula, charge and spin) = 9.318 eV

Results of the Löwdin charge analysis, in e, for atoms 1 through 4: 0.00 0.03 -0.04 0.02



2.
# H80O40

40 unconnected molecules or ions with the total composition H80O40 (wB97M-V/def2-TZVPD, the OMol25 dataset).

Bonds (Å) are listed after each position.
Cartesian coordinates (Å):
1 H -5.0285 -1.8784 -1.6916  O3 1.012
2 H -3.6292 -2.2463 -2.0667  O3 0.949
3 O -4.0940 -1.4927 -1.7256  H1 1.012, H2 0.949
4 H 5.3536 -1.8556 1.3970  O6 0.972
5 H 4.0325 -2.5541 1.4538  O6 0.955
6 O 4.6506 -2.1972 0.8190  H4 0.972, H5 0.955
7 H -0.3752 1.8956 0.8530  O9 0.972
8 H 1.1922 2.2082 1.1044  O9 0.974
9 O 0.2827 2.5569 1.1252  H7 0.972, H8 0.974
10 H -3.7013 -0.6585 4.7599  O12 0.940
11 H -2.5643 0.2461 5.4432  O12 0.930
12 O -2.7911 -0.4928 4.9260  H10 0.940, H11 0.930
13 H -4.3125 0.3654 -1.1911  O15 0.953
14 H -4.4273 1.8836 -0.8240  O15 1.011
15 O -4.5176 0.9435 -0.4622  H13 0.953, H14 1.011
16 H -5.1102 1.4721 1.6433  O17 0.930
17 O -4.7131 2.0139 2.2860  H16 0.930, H95 0.969
18 H -3.4625 4.6204 2.2846  O19 0.937
19 O -4.3987 4.6011 2.3136  H18 0.937, H97 0.945
20 H 3.1129 3.6626 -2.2599  O22 1.016
21 H 4.5052 3.0697 -2.5514  O22 0.963
22 O 3.6066 2.7809 -2.3612  H20 1.016, H21 0.963
23 H -5.7215 0.1276 0.8810  O25 0.941
24 H -6.7980 -0.6821 0.2419  O25 0.946
25 O -5.9610 -0.7584 0.6756  H23 0.941, H24 0.946
26 H -0.4802 -3.2212 2.4661  O28 0.975
27 H 0.7642 -2.9744 2.0942  O28 1.045
28 O 0.3255 -3.7352 2.6597  H26 0.975, H27 1.045
29 H -1.4147 -1.9402 3.9078  O31 1.011
30 H -2.2923 -3.0283 3.8803  O31 0.987
31 O -1.9916 -2.3768 3.2021  H29 1.011, H30 0.987
32 H -1.1792 0.6136 -3.5645  O33 0.934
33 O -1.4933 1.0993 -4.2977  H32 0.934, H98 0.944
34 H 5.6386 1.3365 0.8252  O36 1.013
35 H 6.0692 2.6580 0.7742  O36 0.952
36 O 6.5170 1.8225 0.6906  H34 1.013, H35 0.952
37 H 2.1547 -2.7291 -3.0412  O39 0.985
38 H 1.9037 -2.2543 -1.6261  O39 0.935
39 O 1.7075 -2.0295 -2.5118  H37 0.985, H38 0.935
40 H 4.3897 -0.8142 -3.8094  O42 0.972
41 H 3.4418 0.3726 -3.6384  O42 0.942
42 O 4.0836 0.0093 -4.2244  H40 0.972, H41 0.942
43 H 5.1604 -0.3066 3.3792  O45 0.946
44 H 3.6921 -0.3012 3.3570  O45 0.963
45 O 4.4363 0.2691 3.5766  H43 0.946, H44 0.963
46 H -1.8933 -0.9371 0.1804  O48 0.945
47 H -2.1669 -2.2668 -0.6861  O48 0.984
48 O -1.5872 -1.4886 -0.5235  H46 0.945, H47 0.984
49 H 0.7321 -1.6681 -0.5633  O51 1.002
50 H 0.9524 -0.6534 0.5934  O51 0.939
51 O 0.8294 -1.5702 0.4297  H49 1.002, H50 0.939
52 H -0.9412 4.3906 2.6851  O53 0.944
53 O -1.4456 3.7216 3.1202  H52 0.944, H94 1.008
54 H -2.4082 0.6034 1.4890  O56 1.029
55 H -1.9562 -0.6203 2.2755  O56 0.987
56 O -1.5581 0.2046 1.9089  H54 1.029, H55 0.987
57 H -4.1761 3.3701 0.3351  O58 0.943
58 O -3.8277 3.5025 -0.5307  H57 0.943, H96 0.986
59 H -0.0485 3.0032 -2.7275  O61 1.010
60 H 1.2309 2.6344 -2.6159  O61 0.955
61 O 0.7771 3.4232 -2.3248  H59 1.010, H60 0.955
62 H 2.4883 -3.5274 2.1364  O64 0.978
63 H 3.2750 -4.3100 3.2421  O64 0.949
64 O 3.3464 -3.6183 2.5964  H62 0.978, H63 0.949
65 H 3.7792 -2.4085 3.9576  O67 0.933
66 H 3.2530 -1.6827 5.3863  O67 0.925
67 O 3.8480 -1.8436 4.6968  H65 0.933, H66 0.925
68 H 3.7672 1.8074 -1.3484  O70 1.124
69 H 4.7921 0.5323 -0.9491  O70 0.947
70 O 4.1090 1.0693 -0.5727  H68 1.124, H69 0.947
71 H 3.0237 -5.1597 1.5269  O73 0.993
72 H 3.0699 -5.5574 0.0404  O73 0.958
73 O 2.4621 -5.4914 0.7782  H71 0.993, H72 0.958
74 H 4.3331 -1.6056 -1.4115  O76 0.945
75 H 4.9061 -2.8577 -2.0721  O76 0.963
76 O 4.1701 -2.2370 -2.0951  H74 0.945, H75 0.963
77 H -3.6779 -0.2485 -3.9454  O79 0.946
78 H -4.7842 0.4742 -3.2630  O79 0.973
79 O -4.4245 0.2951 -4.1497  H77 0.946, H78 0.973
80 H -0.6976 2.9513 -0.2137  O82 1.022
81 H -0.9983 4.4338 -0.7359  O82 0.938
82 O -1.3769 3.5808 -0.6459  H80 1.022, H81 0.938
83 H -3.3151 -5.2075 -0.0950  O85 0.964
84 H -2.5404 -4.0867 -0.7978  O85 0.940
85 O -3.4056 -4.4159 -0.6375  H83 0.964, H84 0.940
86 H 1.3423 0.0505 -3.8663  O88 0.959
87 H 0.6114 1.5456 -4.1242  O88 1.046
88 O 1.3640 0.9872 -3.6602  H86 0.959, H87 1.046
89 H 3.9632 2.4120 2.9787  O90 0.959
90 O 3.5943 3.2905 2.8735  H89 0.959, H99 0.997
91 H 0.8140 6.4392 1.4447  O93 0.945
92 H 0.9232 4.8660 1.4709  O93 1.005
93 O 0.6844 5.6863 2.0008  H91 0.945, H92 1.005
94 H -1.8714 3.2563 2.3336  O53 1.008
95 H -5.0847 2.4284 3.0792  O17 0.969
96 H -2.8485 3.4173 -0.6032  O58 0.986
97 H -4.6608 3.9369 1.6950  O19 0.945
98 H -2.4037 1.1694 -4.0587  O33 0.944
99 H 2.7283 3.0622 3.3107  O90 0.997
100 O 0.3095 6.0523 -2.5552  H101 0.958, H102 0.960
101 H 0.9983 5.3992 -2.4261  O100 0.958
102 H -0.1259 6.0524 -3.4104  O100 0.960
103 O -5.6151 -2.4181 2.7206  H104 0.948, H105 0.953
104 H -4.6692 -2.4254 2.6578  O103 0.948
105 H -5.8532 -2.0508 1.8743  O103 0.953
106 O 2.3554 0.5222 0.9877  H107 0.973, H108 0.965
107 H 3.2477 0.6762 1.3440  O106 0.973
108 H 2.5722 0.1241 0.1355  O106 0.965
109 O -1.0503 -6.1506 1.4091  H110 0.994, H111 0.948
110 H -0.9928 -5.4457 0.7107  O109 0.994
111 H -0.1307 -6.1131 1.6352  O109 0.948
112 O -0.2614 -4.6624 -1.3550  H113 1.056, H114 0.957
113 H 0.3177 -4.2933 -0.5525  O112 1.056
114 H -0.0689 -3.9304 -1.9414  O112 0.957
115 O -1.0905 -3.0479 -4.5297  H116 1.003, H117 0.936
116 H -0.5620 -2.6355 -5.2756  O115 1.003
117 H -0.4917 -3.1948 -3.8253  O115 0.936
118 O 1.0208 3.1661 -5.9968  H119 0.958, H120 0.984
119 H 1.8874 2.8227 -5.7753  O118 0.958
120 H 0.5678 2.3684 -6.3533  O118 0.984

Results
HOMO level = -0.394 hartree
Kohn-Sham gap = 10.00 eV
Net charge = 0
Max |F| = 4.262 eV/A
Relative energy (zero: lowest compared OMol25 entry of this formula, charge and spin) = 10.677 eV

Results of the Löwdin charge analysis, in e, for atoms 1 through 4: 0.11 0.02 -0.07 0.06